C18H31O7S | ωB97M-V/def2-TZVPD

Properties
- LUMO energy (eV) = 2.5
- Kohn-Sham gap (eV) = 3.82
- highest occupied orbital energy (eV) = -1.27
- M (g mol⁻¹) = 391.5
- largest force on an atom (eV/Å) = 0.323

ORCA input file:
```
! RIJCOSX wB97M-V def2-TZVPD def2/J DEFGRID3
* xyz -1 1
H -5.427 -1.082 1.743
H -2.468 0.209 -2.006
H 1.963 -0.603 -1.094
H 2.295 -2.304 -5.208
H -0.975 1.319 -0.363
H 1.208 -2.130 -6.620
H -3.450 0.193 3.475
H 4.237 3.092 -2.126
H 3.368 4.256 -3.142
H 3.089 5.804 -1.314
H 4.279 -4.220 3.238
C 2.934 4.219 0.140
C -4.346 0.807 3.582
H -2.985 -0.950 -0.790
H 3.105 -3.339 0.888
C -5.352 1.023 1.530
C 3.450 -3.542 3.044
O 0.280 -3.583 4.354
C 1.894 3.328 -0.528
C -5.942 -0.220 2.174
O 0.951 2.788 -0.041
C 0.972 -0.413 -1.535
H 2.680 -4.911 1.569
O 2.492 -3.709 4.104
H 4.667 5.148 -0.870
S -0.158 -0.954 -0.214
H 0.998 0.817 -3.894
C -5.618 -0.036 3.653
C 0.794 -1.124 -2.856
C -2.657 0.079 -0.942
H -0.287 -1.240 -3.046
H -1.676 0.400 0.945
H 3.611 3.570 0.700
H 0.484 -3.902 1.630
C 1.363 -0.236 -3.926
O 2.205 3.195 -1.840
C 1.225 -3.559 3.620
H -5.474 -0.965 4.200
H 2.468 -0.167 -3.842
H -4.214 1.482 4.425
C -1.406 0.351 -0.113
H -7.000 -0.296 1.938
O -4.489 1.606 2.399
H 2.448 4.896 0.838
C 1.285 -3.357 2.123
C 1.294 -1.993 -5.536
H 3.816 -2.513 3.074
H 0.869 0.691 -1.568
C 2.686 -3.837 1.759
H 0.577 -2.634 -5.018
H 1.146 -2.296 1.899
O 1.067 -0.630 -5.282
C 3.623 4.893 -1.042
H -6.412 0.531 4.141
O -5.534 1.453 0.432
H -3.467 0.736 -0.617
C 3.443 3.843 -2.139
*
```

=====

C6H12N2 | ωB97M-V/def2-TZVPD

Properties
- LUMO energy (spin up / spin down) (eV) = -3.9 / -8.0
- Kohn-Sham gap (spin up / spin down) (eV) = 10.47 / 6.32
- energy relative to the best compared isomer or geometry (same formula, charge and spin) (kcal/mol) = 29.1
- highest occupied orbital energy (spin up / spin down) (eV) = -14.35 / -14.35
- M (g mol⁻¹) = 112.2
- largest force on an atom (eV/Å) = 3.648

ORCA input file:
```
! RIJCOSX wB97M-V def2-TZVPD def2/J DEFGRID3
* xyz 1 2
C 0.899 -1.911 -0.823
H -0.871 0.158 -0.825
C -1.101 1.229 -0.813
H -2.118 1.334 -1.198
H -0.508 2.604 -2.574
C -0.144 1.990 -1.760
N -0.834 -1.362 0.747
H 1.881 -2.407 -0.947
H 0.298 0.227 3.223
H -1.845 -0.619 2.542
C -0.994 -0.888 1.956
H 0.999 -1.036 -1.522
H -0.018 -2.528 -1.108
H 0.857 1.565 -2.005
H 2.204 -0.281 1.571
H -0.980 1.506 0.228
N 0.253 -0.409 2.414
C 1.190 -0.588 1.474
C 0.555 -1.351 0.484
H 0.275 2.765 -1.064
*
```

=====

C30H58F3N7O16 | ωB97M-V/def2-TZVPD

Properties
- LUMO energy (eV) = 0.1
- Kohn-Sham gap (eV) = 8.97
- highest occupied orbital energy (eV) = -8.83
- M (g mol⁻¹) = 829.8
- largest force on an atom (eV/Å) = 5.097

ORCA input file:
```
! RIJCOSX wB97M-V def2-TZVPD def2/J DEFGRID3
* xyz 0 1
C 0.811 2.173 -4.722
O -0.484 4.400 -1.034
C -3.237 2.644 -2.252
N 0.391 -0.384 -0.543
H -5.036 -0.529 -3.364
C -5.188 1.634 2.225
H -4.404 0.123 -0.565
H 1.694 0.372 1.006
C -4.897 -0.818 -0.722
O 1.083 3.936 2.919
O -1.706 -1.151 -0.999
H -6.716 -0.590 -3.464
C -7.083 0.016 -1.076
C 0.870 0.863 3.772
N -6.070 -0.759 -1.525
C 4.955 -3.295 3.285
N 0.427 0.859 -4.831
C 4.716 -0.932 2.478
F -2.752 1.425 -2.737
O 2.400 3.271 1.234
H -5.041 -1.218 0.297
H 3.790 1.899 -3.402
H -0.325 1.160 -6.761
H -3.034 -5.901 -1.081
H -2.832 3.167 -4.247
H 1.205 -2.196 0.174
C 6.880 -2.113 2.421
H -4.557 -0.497 2.586
H 5.057 -1.021 -1.736
H -4.334 -5.593 0.032
O -1.956 -5.805 2.963
O -3.341 1.002 3.306
O 5.131 0.030 1.837
H -0.886 -3.879 1.625
C 4.220 1.099 -2.747
H 5.943 -1.441 -3.256
H -5.260 0.405 4.040
C -3.083 3.686 -3.309
O -7.223 0.406 0.052
C -3.375 -5.208 -0.301
O -2.363 3.033 -1.211
H 4.353 -2.080 -2.959
H 0.627 2.729 -5.651
H -3.619 -4.302 -0.842
H -0.223 0.026 6.406
H -3.685 -6.342 1.987
H -3.855 4.451 -3.378
C 2.145 3.611 2.506
H 7.129 -1.356 1.672
H 0.848 -0.942 -3.858
H -4.148 -1.533 -1.111
H 1.319 0.655 6.910
H 2.008 -1.565 -1.229
O -1.827 2.008 1.901
C -1.375 -4.282 0.746
C 4.969 -1.179 -2.810
H -0.594 -4.725 0.125
N 0.573 1.176 5.031
N 5.448 -2.080 2.676
O 1.524 -0.165 3.481
H -1.221 2.326 5.642
C -1.471 4.035 -1.690
H -0.614 -0.235 -3.271
H 4.028 -3.146 3.851
H 0.377 3.066 5.946
C 3.786 2.895 1.120
C -0.937 -0.242 -0.637
H -6.042 1.414 1.563
C 1.251 0.673 0.063
C 0.370 0.006 -3.674
H -0.265 2.928 4.290
F -5.577 2.712 2.935
H 4.793 2.127 2.959
H 3.564 0.701 -5.201
H -5.786 -2.116 -3.146
H 1.316 -0.643 5.739
C -2.929 1.694 2.207
H -1.490 0.653 -5.661
H -4.187 2.440 -1.770
C -4.720 0.471 3.089
H 3.813 1.857 0.784
N 4.370 -0.066 -3.451
H -1.239 0.739 -0.365
H 3.692 -1.006 2.885
H 5.688 -3.734 3.969
O 1.357 2.670 -3.751
H -0.321 -0.536 -6.233
H 4.327 3.541 0.423
N -2.549 -5.076 0.888
H -1.710 -3.399 0.193
C 4.353 3.031 2.549
F 5.285 4.114 2.594
H 2.040 1.058 -0.592
C -2.722 -5.785 2.035
H 0.842 0.460 -2.794
C -0.446 0.495 -5.897
H -7.822 0.152 -1.905
C -5.887 -1.061 -2.922
H 7.442 -1.894 3.321
C 1.025 -1.652 -0.771
H 3.384 -0.979 -5.037
O 3.252 3.510 3.299
C 0.795 0.255 6.075
H 4.735 -4.045 2.487
O -1.963 4.448 -2.809
H 0.587 1.472 0.386
H 0.510 1.558 3.010
C -0.172 2.429 5.258
H 7.182 -3.063 1.951
O 4.419 1.190 -1.559
H 0.411 -2.289 -1.400
H 4.993 -0.340 -5.524
C 4.126 -0.176 -4.872
O -4.046 1.984 1.452
*
```

=====

C26H46CeO2P2 | ωB97M-V/def2-TZVPD

Properties
- LUMO energy (spin up / spin down) (eV) = -7.1 / -7.1
- Kohn-Sham gap (spin up / spin down) (eV) = 6.40 / 6.40
- highest occupied orbital energy (spin up / spin down) (eV) = -13.51 / -13.51
- M (g mol⁻¹) = 592.7
- largest force on an atom (eV/Å) = 2.897

ORCA input file:
```
! RIJCOSX wB97M-V def2-TZVPD def2/J DEFGRID3
* xyz 2 1
C -3.551 1.315 0.689
H -5.472 1.089 -1.265
H 6.085 1.479 0.801
H 4.625 0.505 3.229
C -4.207 -0.821 1.332
C 4.913 0.464 -1.516
H -5.893 -2.114 1.124
H -4.889 -0.542 -1.646
H -2.607 2.596 3.368
C -3.442 2.573 -0.101
H -4.594 -2.755 2.179
H 1.619 0.737 -2.643
H 4.423 0.057 -2.421
H 6.101 -0.095 2.479
C -5.287 0.096 -0.839
H 5.523 -1.579 -1.340
H -2.126 -3.483 -3.579
H -6.243 -0.343 -0.516
H 6.348 -0.546 -0.187
C 0.127 2.670 -1.389
C 1.687 -0.412 -0.823
H -4.412 -2.768 0.415
H -2.636 3.221 0.266
C 1.218 -0.126 2.049
C 5.063 0.221 2.257
H 2.304 0.075 2.076
C 5.362 -0.746 -0.638
H 3.833 -1.596 2.387
C -2.867 -2.696 -3.762
C -2.924 1.016 1.956
C -1.916 -1.241 -2.173
C -2.900 -1.063 3.557
H -0.673 3.427 -1.380
H 1.102 -3.232 1.800
O -2.079 -2.213 -1.360
C 4.371 -1.261 0.355
H 3.393 2.052 -1.570
H 2.478 -1.120 -1.104
C 0.962 0.056 -2.083
C 5.137 1.494 1.360
H 5.195 2.358 2.037
H 0.616 2.687 -0.406
H 2.529 -2.848 0.826
H 3.815 -2.124 -0.019
H 3.127 2.300 0.900
H 5.829 0.979 -1.874
H -0.300 1.558 -4.115
Ce -1.883 -0.556 0.288
H -1.426 2.563 2.049
H 0.678 0.845 2.014
H -3.774 -1.342 4.162
C 4.296 -0.913 1.658
C -1.164 1.397 -3.455
C 3.982 1.449 -0.863
H -2.215 -0.479 4.181
C -4.364 0.188 0.323
C 1.436 -2.836 0.834
C 3.959 1.733 0.456
H -2.387 -2.002 3.291
H -1.323 1.370 3.356
C -4.804 -2.183 1.267
H 1.058 -3.495 0.037
H -1.778 2.307 -3.428
H -4.391 3.129 -0.042
P 0.772 -1.176 0.606
H -1.771 0.567 -3.827
H 0.922 -0.656 2.970
H 0.727 -0.793 -2.740
C -2.021 1.927 2.718
H -3.792 -2.836 -3.187
H -3.077 -2.601 -4.827
P -0.591 1.037 -1.783
H 0.866 2.945 -2.161
H -3.253 2.377 -1.169
H 2.171 0.452 -0.344
C -3.336 -0.304 2.350
O -2.283 -1.414 -3.419
*
```